{
  "formula": "C35H26BrP2PdS2",
  "method": "ωB97M-V/def2-TZVPD",
  "species": ["Pd", "S", "P", "C", "P", "S", "C", "C", "C", "C", "C", "C", "C", "C", "C", "C", "C", "C", "C", "C", "C", "C", "C", "C", "C", "C", "C", "C", "C", "C", "H", "H", "H", "H", "H", "H", "H", "H", "H", "H", "H", "H", "H", "H", "H", "H", "H", "H", "H", "H", "Br", "C", "C", "C", "C", "C", "C", "C", "C", "C", "C", "H", "H", "H", "H", "H", "H"],
  "positions_angstrom": [[0.22, -0.22, 0.07], [-1.54, -1.16, 1.55], [-1.20, -2.33, -0.08], [-0.06, -2.01, -1.23], [0.95, -1.14, -2.20], [1.74, 0.66, -1.69], [2.33, -2.26, -2.67], [3.23, -1.86, -3.66], [4.28, -2.67, -4.05], [4.46, -3.91, -3.43], [3.58, -4.31, -2.43], [2.52, -3.49, -2.06], [0.06, -0.97, -3.81], [-0.49, 0.24, -4.21], [-1.32, 0.32, -5.33], [-1.59, -0.81, -6.07], [-1.04, -2.03, -5.69], [-0.23, -2.11, -4.57], [-2.80, -2.60, -0.95], [-3.12, -1.79, -2.04], [-4.31, -1.97, -2.73], [-5.20, -2.97, -2.35], [-4.89, -3.79, -1.27], [-3.70, -3.59, -0.57], [-0.77, -4.04, 0.49], [-0.16, -4.25, 1.72], [0.35, -5.50, 2.06], [0.25, -6.57, 1.17], [-0.36, -6.37, -0.07], [-0.86, -5.11, -0.40], [3.10, -0.89, -4.13], [4.96, -2.35, -4.83], [5.28, -4.55, -3.73], [3.72, -5.27, -1.94], [1.82, -3.79, -1.28], [-0.26, 1.13, -3.63], [-1.75, 1.28, -5.61], [-2.23, -0.75, -6.95], [-1.25, -2.93, -6.27], [0.17, -3.07, -4.26], [-2.42, -1.03, -2.35], [-4.54, -1.33, -3.58], [-6.12, -3.13, -2.91], [-5.57, -4.57, -0.96], [-3.47, -4.22, 0.28], [-0.09, -3.43, 2.41], [0.83, -5.65, 3.02], [0.65, -7.54, 1.43], [-0.44, -7.19, -0.77], [-1.30, -4.96, -1.38], [-1.18, 2.29, 0.06], [-0.11, 2.87, 1.48], [-0.33, 4.12, 1.96], [0.46, 4.61, 3.04], [1.42, 3.82, 3.58], [1.66, 2.50, 3.09], [2.68, 1.69, 3.67], [2.90, 0.44, 3.18], [2.13, -0.07, 2.11], [1.14, 0.67, 1.52], [0.89, 1.99, 2.01], [-1.10, 4.74, 1.53], [0.28, 5.60, 3.42], [2.03, 4.18, 4.41], [3.26, 2.09, 4.49], [3.68, -0.17, 3.62], [2.33, -1.07, 1.74]],
  "mulliken_charge": [-0.68, -0.66, 1.66, -0.67, 1.81, -0.66, -0.11, -0.25, -0.69, -0.39, -0.66, -0.19, 0.00, -0.29, -0.62, -0.42, -0.73, -0.27, 0.01, -0.26, -0.68, -0.42, -0.70, -0.21, -0.17, -0.45, -0.61, -0.42, -0.77, -0.01, 0.33, 0.37, 0.36, 0.41, 0.33, 0.40, 0.39, 0.37, 0.38, 0.37, 0.27, 0.41, 0.37, 0.38, 0.40, 0.36, 0.38, 0.37, 0.38, 0.43, -0.16, 0.66, -0.57, -0.47, -0.88, 1.05, -0.87, -0.84, -0.24, -0.47, 0.56, 0.39, 0.36, 0.33, 0.32, 0.39, 0.48],
  "total_charge": -1,
  "relative_energy_kj_mol": 13.16,
  "total_energy_ha": -5530.39540,
  "multiplicity": 1,
  "gap_ev": 6.5,
  "e_homo_ha": -0.13871,
  "lumo_energy_ha": 0.09918
}

=====

{
  "formula": "C3H4N4",
  "method": "ωB97M-V/def2-TZVPD",
  "species": ["N", "C", "C", "N", "C", "N", "N", "H", "H", "H", "H"],
  "positions_angstrom": [[-1.04, 1.24, -1.04], [-0.36, 0.49, -0.12], [-0.04, -0.90, -0.40], [0.26, -1.74, 0.55], [1.16, -0.87, 1.14], [0.98, 0.33, 1.57], [-0.08, 1.00, 1.05], [-1.72, 0.73, -1.58], [-1.34, 2.10, -0.61], [0.03, -1.30, -1.41], [2.17, -1.09, 0.79]],
  "mulliken_charge": [-0.48, 0.58, -0.25, -0.39, 0.07, -0.29, -0.44, 0.24, 0.28, 0.37, 0.32],
  "relative_energy_kj_mol": 477.19,
  "total_energy_ha": -335.59157,
  "multiplicity": 1,
  "gap_ev": 7.3,
  "e_homo_ha": -0.30570,
  "lumo_energy_ha": -0.03912
}

=====

{
  "formula": "C2H3BrO2P",
  "method": "ωB97M-V/def2-TZVPD",
  "species": ["C", "C", "O", "O", "P", "Br", "H", "H", "H"],
  "positions_angstrom": [[-0.42, -0.34, -0.41], [0.60, -0.31, 0.45], [2.19, -1.73, -1.50], [2.80, -1.80, 1.23], [2.28, -0.98, 0.08], [3.40, 0.87, -0.08], [-1.49, -0.34, 0.08], [-0.44, -0.52, -1.51], [0.28, -0.33, 1.55]],
  "mulliken_charge": [-0.44, -0.31, -0.76, -0.66, 0.80, -0.30, 0.16, 0.28, 0.23],
  "smiles": "C=C[P@](=O)([O-])Br",
  "total_charge": -1,
  "relative_energy_kj_mol": 138.59,
  "total_energy_ha": -3143.94402,
  "multiplicity": 1,
  "gap_ev": 8.1,
  "e_homo_ha": -0.17037,
  "lumo_energy_ha": 0.12882
}

=====

{
  "formula": "CH2O2",
  "method": "ωB97M-V/def2-TZVPD",
  "species": ["O", "C", "O", "H", "H"],
  "positions_angstrom": [[0.58, -1.25, 0.69], [0.04, -0.47, -0.05], [0.27, 0.88, 0.29], [-0.64, -0.70, -0.82], [-0.25, 1.54, -0.12]],
  "lowdin_spin": [0.78, 0.09, 0.08, 0.04, 0.01],
  "total_charge": 1,
  "relative_energy_kj_mol": 33.53,
  "total_energy_ha": -189.35325,
  "multiplicity": 2,
  "gap_ev": [13.6, 8.6],
  "e_homo_ha": [-0.75773, -0.74680],
  "lumo_energy_ha": [-0.25719, -0.43048]
}